## w
Computed, not measured: a 2-piece molecular cluster, C8H6Cl3NO3 overall, with ωB97M-V/def2-TZVPD.

Calculated values
2S+1 = 1
HOMO level = -9.6 eV
SMILES string = O=C(c1ccccc1)C(Cl)(Cl)Cl.O=NO
HOMO-LUMO gap = 8.888 eV

Geometry (Å):
O (-1.798, 1.257, 1.178)
C (-1.562, 0.225, 0.557)
C (-0.250, -0.256, 0.200)
C (0.147, -1.037, -0.962)
C (1.351, -1.678, -0.996)
C (2.306, -1.448, 0.034)
C (2.024, -0.541, 1.050)
C (0.800, 0.019, 1.074)
C (-2.790, -0.603, 0.024)
Cl (-4.213, -0.215, 0.919)
Cl (-2.936, -0.031, -1.673)
Cl (-2.618, -2.338, 0.041)
H (-0.576, -1.021, -1.701)
H (1.560, -2.115, -1.954)
H (3.101, -2.101, 0.101)
H (2.801, -0.016, 1.632)
H (0.474, 0.489, 1.943)
O (1.418, 3.142, -1.561)
N (0.564, 3.340, -0.789)
O (0.482, 2.376, 0.220)
H (-0.285, 2.550, 0.663)

---

## x
Computed, not measured: an isolated molecule of C8H6Cl3NO3, with ωB97M-V/def2-TZVPD.

Calculated values
2S+1 = 1
HOMO level = -9.6 eV
SMILES string = O=[N+]([O-])[C@](O)(c1ccccc1)C(Cl)(Cl)Cl
HOMO-LUMO gap = 9.839 eV

Geometry (Å):
O (-2.418, -1.065, 2.249)
N (-3.036, -0.767, 1.282)
O (-4.014, -1.229, 0.821)
C (-2.439, 0.509, 0.616)
O (-2.956, 0.694, -0.633)
C (-0.965, 0.229, 0.474)
C (0.093, 0.905, 1.058)
C (1.439, 0.434, 0.798)
C (1.690, -0.624, -0.090)
C (0.573, -1.183, -0.723)
C (-0.682, -0.837, -0.367)
C (-2.793, 1.705, 1.540)
Cl (-4.566, 1.905, 1.630)
Cl (-2.036, 1.695, 3.141)
Cl (-2.219, 3.158, 0.673)
H (-3.384, 1.510, -0.873)
H (-0.243, 1.659, 1.687)
H (2.329, 0.899, 1.259)
H (2.668, -0.844, -0.249)
H (0.794, -2.057, -1.414)
H (-1.409, -1.516, -0.799)

---

Stability ranking, top entry: x; the second entry is 0.148 eV less favorable.

---

## w
Computed, not measured: an isolated molecule of C3H2O3, with ωB97M-V/def2-TZVPD.

Calculated values
2S+1 = 1
HOMO level = -10.1 eV
SMILES string = O=CC(=O)C=O
HOMO-LUMO gap = 8.979 eV

Geometry (Å):
O (1.430, -0.654, 1.216)
C (1.075, -0.768, 0.071)
C (0.080, 0.224, -0.528)
O (0.256, 0.699, -1.625)
C (-1.138, 0.599, 0.319)
O (-1.743, -0.249, 0.921)
H (1.500, -1.509, -0.633)
H (-1.460, 1.657, 0.258)

---

## x
Computed, not measured: a 2-piece molecular cluster, C3H2O3 overall, with ωB97M-V/def2-TZVPD.

Calculated values
2S+1 = 1
HOMO level = -8.8 eV
HOMO-LUMO gap = 8.972 eV

Geometry (Å):
O (-2.285, 0.515, 0.968)
C (-1.182, 0.293, 1.051)
C (0.135, 0.375, -1.064)
O (-0.528, 1.122, -1.681)
C (0.946, -0.480, -0.453)
O (1.349, -0.318, 0.844)
H (0.505, -0.126, 1.327)
H (1.128, -1.426, -0.953)

---

## y
Computed, not measured: an isolated molecule of C3H2O3, with ωB97M-V/def2-TZVPD.

Calculated values
2S+1 = 1
HOMO level = -9.6 eV
HOMO-LUMO gap = 10.474 eV

Geometry (Å):
C (0.169, 0.240, -0.792)
C (-0.370, 0.267, 0.825)
C (0.284, -1.220, -0.073)
O (0.204, 1.285, 0.135)
O (1.271, -0.532, -0.796)
O (0.377, -0.681, 1.341)
H (-0.492, 0.337, -1.640)
H (-1.442, 0.302, 0.999)

---

## z
Computed, not measured: C3H2O3 as an isolated structure, with ωB97M-V/def2-TZVPD.

Calculated values
2S+1 = 1
HOMO level = -9.3 eV
HOMO-LUMO gap = 9.436 eV

Geometry (Å):
C (-1.010, 0.633, 0.038)
C (0.365, 0.163, -0.097)
C (-0.076, -1.122, -0.057)
O (-1.406, -0.960, 0.085)
O (1.519, 0.809, -0.392)
O (-1.758, 1.523, 0.109)
H (1.985, 1.053, 0.418)
H (0.381, -2.100, -0.103)

---

Stability ranking, top entry: w; the second entry is 0.592 eV less favorable.

---

## w
Computed, not measured: an isolated molecule of C2H8N4, with ωB97M-V/def2-TZVPD.

Calculated values
2S+1 = 1
HOMO level = -8.9 eV
SMILES string = C/C(=N/N)NN
HOMO-LUMO gap = 9.923 eV

Geometry (Å):
C (1.959, -0.057, -0.070)
C (0.417, -0.188, 0.198)
N (-0.088, -1.275, -0.098)
N (-1.495, -1.364, -0.018)
N (-0.444, 0.976, 0.662)
N (-1.259, 1.625, -0.346)
H (2.599, 0.292, 0.810)
H (2.169, 0.559, -1.082)
H (2.104, -1.136, -0.458)
H (-1.816, -2.344, 0.012)
H (-1.777, -1.081, 0.997)
H (-0.042, 1.611, 1.280)
H (-1.784, 0.594, -0.654)
H (-0.542, 1.788, -1.233)

---

## x
Computed, not measured: a 2-piece molecular cluster, C2H8N4 overall, with ωB97M-V/def2-TZVPD.

Calculated values
2S+1 = 1
HOMO level = -8.8 eV
SMILES string = [H]/N=C/N.[H]/N=C/N
HOMO-LUMO gap = 9.775 eV

Geometry (Å):
H (0.088, -0.429, -1.994)
N (-0.689, -0.387, -1.321)
C (-1.632, -1.176, -1.696)
N (-2.823, -0.947, -1.038)
H (-1.662, -1.793, -2.618)
H (-3.647, -1.534, -1.155)
H (-2.847, -0.096, -0.485)
H (3.903, 1.590, 1.462)
N (3.194, 1.009, 1.035)
C (2.085, 1.000, 1.649)
N (0.838, 0.516, 1.223)
H (2.070, 1.518, 2.595)
H (0.500, 0.149, 2.088)
H (0.622, 0.579, 0.254)

---

Stability ranking, top entry: x; the second entry is 2.465 eV less favorable.

---

## w
Computed, not measured: a 3-piece molecular cluster, C3H10NO3S overall, with ωB97M-V/def2-TZVPD.

Calculated values
2S+1 = 1
total charge = -1
HOMO level = -3.4 eV
HOMO-LUMO gap = 7.163 eV

Geometry (Å):
C (-0.218, 0.484, -1.538)
C (-0.544, 0.047, -0.095)
S (-1.198, 1.248, 1.133)
C (1.276, 0.585, -1.715)
N (1.835, 1.737, -1.129)
O (1.980, -0.285, -2.166)
H (-0.683, 1.464, -1.605)
H (-0.593, -0.254, -2.246)
H (0.274, -0.488, 0.443)
H (-1.251, -0.751, -0.239)
H (2.816, 1.751, -0.922)
H (1.215, 2.420, -0.726)
H (0.722, -0.839, 1.645)
H (0.367, -2.324, 1.911)
O (0.991, -1.626, 2.158)
H (-2.900, -0.987, 1.199)
H (-1.690, -0.741, 1.999)
O (-2.400, -1.440, 1.893)

---

## x
Computed, not measured: a 3-piece molecular cluster, C3H10NO3S overall, with ωB97M-V/def2-TZVPD.

Calculated values
2S+1 = 1
total charge = -1
HOMO level = -3.2 eV
HOMO-LUMO gap = 6.773 eV

Geometry (Å):
O (1.873, 1.548, 0.607)
C (1.634, 0.806, -0.373)
N (1.059, -0.358, -0.162)
C (0.772, -1.163, -1.341)
C (-0.685, -1.658, -1.523)
S (-1.331, -2.164, 0.131)
H (1.889, 1.294, -1.310)
H (0.969, -0.694, 0.784)
H (1.369, -2.134, -1.313)
H (1.088, -0.736, -2.239)
H (-0.732, -2.646, -2.113)
H (-1.294, -0.812, -1.874)
H (1.587, 3.328, 2.272)
H (0.375, 2.498, 1.805)
O (0.693, 3.100, 2.509)
H (-2.523, 0.022, 1.892)
H (-3.448, -0.514, 0.819)
O (-3.294, 0.282, 1.428)

---

Stability ranking, top entry: w; the second entry is 0.671 eV less favorable.

---

## w
Computed, not measured: an isolated ion of composition C2H5N2S and charge +1, with ωB97M-V/def2-TZVPD.

Calculated values
2S+1 = 1
total charge = +1
HOMO level = -14.0 eV
SMILES string = [H]/N=C1\S[C@H]1[NH3+]
HOMO-LUMO gap = 9.681 eV

Geometry (Å):
H (1.883, -2.698, 0.596)
N (1.106, -2.121, 0.533)
C (1.002, -0.984, 0.952)
S (1.751, 0.441, 1.433)
C (-0.062, 0.258, 0.929)
N (-0.386, 0.770, -0.478)
H (-0.787, 0.310, 1.782)
H (0.043, 1.713, -0.958)
H (-1.402, 0.803, -0.701)
H (-0.136, 0.001, -1.259)

---

## x
Computed, not measured: C2H5N2S as an isolated structure, with ωB97M-V/def2-TZVPD.

Calculated values
2S+1 = 1
total charge = +1
HOMO level = -14.2 eV
HOMO-LUMO gap = 7.720 eV

Geometry (Å):
C (0.292, 0.656, -0.165)
C (-1.221, -1.113, 0.004)
N (0.125, -0.631, -0.171)
N (1.310, 1.454, 0.023)
S (-2.074, 0.533, -0.065)
H (-1.417, -2.067, -0.649)
H (-1.417, -1.362, 1.106)
H (0.955, -1.248, -0.245)
H (2.262, 1.347, 0.292)
H (1.185, 2.430, -0.128)

---

Stability ranking, top entry: x; the second entry is 0.058 eV less favorable.

---

## w
Computed, not measured: a 2-piece molecular cluster, C4H5FN2 overall, with ωB97M-V/def2-TZVPD.

Calculated values
2S+1 = 1
HOMO level = -9.1 eV
SMILES string = CN=C=CF.C#N
HOMO-LUMO gap = 9.569 eV

Geometry (Å):
C (2.260, 0.974, 0.187)
N (1.148, 0.154, 0.389)
C (0.007, 0.328, 0.005)
C (-1.236, 0.531, -0.431)
F (-2.184, 1.267, 0.213)
H (2.157, 1.716, -0.559)
H (2.993, 0.393, -0.313)
H (2.595, 1.453, 1.174)
H (-1.599, -0.164, -1.162)
C (-2.022, -2.167, 0.174)
N (-2.984, -2.520, -0.332)
H (-1.135, -1.964, 0.656)

---

## x
Computed, not measured: an isolated molecule of C4H5FN2, with ωB97M-V/def2-TZVPD.

Calculated values
2S+1 = 1
HOMO level = -7.7 eV
SMILES string = Cn1cncc1F
HOMO-LUMO gap = 8.450 eV

Geometry (Å):
C (-1.100, 0.494, 0.057)
N (0.281, 0.210, -0.066)
C (0.777, -1.071, 0.153)
N (2.092, -1.145, 0.113)
C (2.750, 0.017, 0.058)
C (1.228, 1.096, 0.008)
F (0.991, 2.438, -0.085)
H (-1.538, 0.822, 0.965)
H (-1.470, 1.234, -0.795)
H (-1.557, -0.507, -0.255)
H (0.059, -1.838, -0.089)
H (3.842, 0.364, 0.104)

---

Stability ranking, top entry: w; the second entry is 0.222 eV less favorable.